[1]
Formula: C31H67F2N2O5Si4
Source: OMol25
Level of theory: ωB97M-V with the def2-TZVPD basis set

## Properties
HOMO (eV): -11.50
E (Eh): -3064.699281
Net charge: +1

Each line ends with the Löwdin charge.
Cartesian coordinates (Å):
C1 -2.119 5.491 -2.450  -0.101
C2 -2.457 5.137 -0.953  -0.241
C3 -1.630 3.944 -0.358  -0.214
N1 -1.706 2.678 -1.140  0.036
C4 -2.268 1.588 -0.404  -0.127
C5 -1.664 1.098 0.823  -0.051
C6 -0.381 1.654 1.499  -0.083
C7 0.783 0.566 1.296  -0.160
F1 1.859 1.086 0.554  -0.058
C8 -2.327 -0.049 1.505  -0.037
C9 -1.819 -0.636 2.832  -0.040
C10 -2.812 0.019 4.016  -0.163
C11 -3.757 1.238 3.500  0.004
O1 -2.501 1.387 4.417  -0.135
C12 -3.533 -0.662 0.886  -0.133
O2 -4.071 -1.742 1.539  -0.044
C13 -3.995 -2.971 0.765  -0.155
C14 -2.585 -3.323 0.183  -0.205
C15 -1.495 -3.723 1.251  -0.097
C16 -4.032 -0.080 -0.333  -0.093
F2 -5.146 -0.619 -0.894  0.129
N2 -3.422 1.000 -0.931  0.121
C17 -4.001 1.572 -2.180  -0.141
O3 -3.245 1.210 -3.332  -0.128
C18 -4.173 0.798 -4.369  -0.230
C19 -3.290 0.035 -5.465  -0.057
H1 -1.019 5.670 -2.543  0.081
H2 -2.698 6.418 -2.719  0.084
H3 -2.440 4.626 -3.086  0.063
H4 -2.178 6.045 -0.339  0.107
H5 -3.547 4.962 -0.747  0.106
H6 -1.932 3.792 0.710  0.120
H7 -0.540 4.242 -0.335  0.115
H8 -0.792 2.369 -1.475  0.149
H9 -0.536 1.814 2.597  0.123
H10 0.018 2.596 1.054  0.100
H11 1.152 0.310 2.329  0.124
H12 0.387 -0.365 0.806  0.123
H13 -0.802 -0.305 3.136  0.109
H14 -2.027 -1.720 2.971  0.104
H15 -3.263 -0.702 4.788  0.164
H16 -3.327 2.015 2.833  0.110
H17 -4.718 1.305 4.057  0.109
H18 -4.780 -2.986 -0.044  0.129
H19 -4.263 -3.801 1.478  0.143
H20 -2.134 -2.543 -0.482  0.109
H21 -2.735 -4.231 -0.473  0.120
H22 -1.908 -4.062 2.234  0.086
H23 -0.768 -2.892 1.486  0.063
H24 -0.844 -4.547 0.798  0.057
H25 -3.995 2.697 -2.136  0.144
H26 -5.087 1.287 -2.256  0.146
H27 -4.674 1.687 -4.837  0.131
H28 -4.919 0.035 -4.006  0.121
H29 -2.332 -0.280 -4.983  0.079
H30 -3.100 0.771 -6.283  0.078
H31 -3.831 -0.884 -5.795  0.077
O4 2.944 7.542 0.863  -0.277
Si1 2.322 6.333 1.808  0.360
C20 2.913 6.517 3.578  -0.159
C21 2.869 4.655 1.167  -0.161
C22 0.448 6.367 1.817  -0.160
Si2 4.431 8.122 0.392  0.366
C23 4.260 9.597 -0.746  -0.166
C24 5.387 6.789 -0.520  -0.164
C25 5.427 8.654 1.890  -0.162
H32 3.994 6.372 3.641  0.026
H33 2.434 5.778 4.223  0.033
H34 2.679 7.514 3.960  0.039
H35 2.608 4.543 0.111  0.034
H36 2.385 3.851 1.728  0.019
H37 3.949 4.535 1.267  0.029
H38 0.052 6.231 0.807  0.006
H39 0.076 7.315 2.210  0.039
H40 0.060 5.562 2.447  0.031
H41 3.707 9.331 -1.651  0.031
H42 5.245 9.960 -1.046  0.036
H43 3.733 10.415 -0.249  0.033
H44 5.627 5.958 0.147  0.022
H45 6.323 7.191 -0.913  0.036
H46 4.800 6.400 -1.356  0.034
H47 5.664 7.796 2.523  0.023
H48 4.866 9.376 2.487  0.037
H49 6.366 9.118 1.581  0.037
O5 2.208 -8.027 -0.839  -0.277
Si3 0.732 -7.317 -1.086  0.357
C26 -0.420 -7.691 0.349  -0.164
C27 -0.048 -7.965 -2.664  -0.160
C28 0.883 -5.458 -1.239  -0.170
Si4 2.843 -9.549 -0.618  0.366
C29 4.699 -9.489 -0.396  -0.166
C30 2.467 -10.630 -2.105  -0.163
C31 2.098 -10.349 0.907  -0.164
H50 -0.644 -8.759 0.396  0.026
H51 -1.363 -7.151 0.235  0.023
H52 0.037 -7.395 1.296  0.036
H53 0.631 -7.833 -3.510  0.038
H54 -0.977 -7.432 -2.881  0.031
H55 -0.279 -9.029 -2.573  0.026
H56 1.520 -5.185 -2.083  0.036
H57 1.308 -5.027 -0.330  0.030
H58 -0.103 -5.014 -1.400  0.017
H59 5.184 -9.053 -1.273  0.033
H60 5.096 -10.496 -0.255  0.036
H61 4.969 -8.893 0.479  0.032
H62 1.393 -10.803 -2.198  0.022
H63 2.961 -11.599 -2.007  0.036
H64 2.819 -10.154 -3.023  0.036
H65 1.028 -10.524 0.771  0.022
H66 2.233 -9.708 1.782  0.035
H67 2.577 -11.310 1.108  0.036

[2]
Formula: C31H68CaF3HgNO14S3
Source: OMol25
Level of theory: ωB97M-V with the def2-TZVPD basis set

## Properties
HOMO (alpha / beta) (eV): -14.71 / -14.71
Multiplicity: 2
E (Eh): -4654.045406
Net charge: +3

Each line ends with the Löwdin charge.
Cartesian coordinates (Å):
Ca1 -2.065 1.426 -3.330  1.554
Hg1 -3.466 -2.012 -3.009  1.378
C1 -1.327 5.416 -4.418  0.030
C2 -1.333 3.915 -4.271  -0.760
O1 -2.100 3.207 -4.912  -0.122
O2 -0.673 3.337 -3.368  -0.161
H1 -0.624 5.652 -5.216  0.101
H2 -0.688 5.844 -3.646  0.042
H3 -2.323 5.859 -4.394  0.103
C3 -1.397 0.112 -0.494  -0.359
O3 -1.254 1.443 -0.844  -0.189
O4 -2.102 -0.467 -1.632  -0.408
C4 -0.064 -0.573 -0.092  -0.505
F1 0.972 0.338 -0.154  0.094
F2 0.030 -0.941 1.195  0.125
F3 0.406 -1.638 -0.718  0.149
C5 -1.586 2.596 0.028  -0.144
C6 -0.578 2.805 1.211  -0.034
H4 0.425 2.666 0.806  0.054
H5 -0.473 3.872 1.409  0.089
H6 -0.851 2.064 1.962  0.079
H7 -2.640 2.640 0.300  0.087
H8 -1.524 3.440 -0.659  0.113
H9 -2.018 0.150 0.400  0.155
C7 -5.120 2.080 0.853  -0.098
C8 -4.672 2.470 2.243  -0.469
C9 -5.659 3.665 2.584  -0.053
O5 -5.083 1.369 3.017  -0.039
H10 -4.630 1.210 0.415  0.053
H11 -5.118 2.965 0.217  0.084
H12 -6.132 1.686 0.941  0.094
H13 -3.690 2.939 2.292  0.122
H14 -6.716 3.493 2.788  0.092
H15 -5.642 4.451 1.829  0.078
H16 -5.381 4.218 3.482  0.077
H17 -5.135 1.776 3.885  0.096
C10 0.986 6.217 -1.581  -0.072
C11 1.322 7.014 -0.323  -0.433
C12 2.609 7.853 -0.469  -0.065
O6 0.372 8.099 -0.142  -0.078
H18 1.238 6.522 -2.597  0.088
H19 -0.052 5.885 -1.554  0.063
H20 1.524 5.275 -1.476  0.072
H21 1.155 6.526 0.637  0.127
H22 3.550 7.427 -0.119  0.065
H23 2.651 8.823 0.025  0.083
H24 2.830 8.188 -1.482  0.080
H25 0.264 8.328 -1.068  0.078
C13 2.834 2.253 2.809  0.017
C14 4.050 1.264 2.956  -0.311
C15 4.222 0.362 1.673  0.059
O7 5.211 1.990 3.164  0.284
H26 1.908 1.680 2.852  0.096
H27 2.710 2.829 1.891  0.095
H28 2.814 3.051 3.552  0.109
H29 3.851 0.666 3.846  0.171
H30 4.915 -0.427 1.963  0.095
H31 4.631 0.753 0.741  0.111
H32 3.258 -0.010 1.328  0.083
H33 5.207 2.802 2.652  0.171
C16 -0.779 -5.227 -1.744  -0.032
C17 -2.031 -4.474 -1.988  -0.380
C18 -2.778 -3.962 -0.702  -0.144
O8 -3.902 -3.245 -1.149  -0.334
C19 -4.878 -2.965 -0.113  -0.022
N1 -1.650 -3.386 -2.900  0.011
H34 -0.201 -4.808 -0.920  0.082
H35 -0.067 -5.470 -2.532  0.116
H36 -1.106 -6.228 -1.463  0.116
H37 -2.680 -5.081 -2.619  0.156
H38 -2.222 -3.315 -0.022  0.136
H39 -2.987 -4.904 -0.196  0.156
H40 -5.327 -3.927 0.134  0.115
H41 -5.644 -2.269 -0.453  0.101
H42 -4.562 -2.496 0.819  0.093
H43 -0.766 -3.054 -2.543  0.059
H44 -1.276 -3.813 -3.735  0.110
C20 -1.119 -1.837 4.253  -0.220
C21 -2.610 -1.809 3.818  -0.201
C22 -3.258 -3.194 4.181  -0.216
S1 -1.988 -4.255 4.955  0.716
O9 -2.099 -5.660 4.471  -0.340
O10 -1.931 -3.964 6.357  -0.286
C23 -0.696 -3.281 4.041  -0.222
H45 -1.069 -1.444 5.269  0.121
H46 -0.608 -1.148 3.581  0.081
H47 -2.716 -1.639 2.746  0.080
H48 -3.201 -1.045 4.323  0.109
H49 -3.557 -3.547 3.194  0.074
H50 -4.207 -3.296 4.708  0.110
H51 -0.857 -3.565 3.001  0.087
H52 0.297 -3.652 4.295  0.103
C24 4.127 -3.479 2.203  -0.212
C25 5.321 -3.912 1.418  -0.238
C26 4.895 -5.073 0.510  -0.164
S2 3.195 -4.558 -0.236  0.697
O11 2.149 -5.554 -0.067  -0.331
O12 3.433 -4.028 -1.520  -0.321
C27 3.036 -3.264 1.137  -0.204
H53 4.361 -2.553 2.727  0.096
H54 3.906 -4.216 2.975  0.133
H55 6.174 -4.065 2.080  0.131
H56 5.653 -3.154 0.708  0.113
H57 4.822 -6.006 1.069  0.106
H58 5.445 -5.448 -0.353  0.102
H59 2.056 -3.509 1.547  0.080
H60 2.885 -2.302 0.648  0.066
C28 3.111 -1.493 -5.370  -0.210
C29 3.687 -1.220 -3.986  -0.187
C30 2.620 -0.761 -2.966  -0.183
S3 1.115 -0.639 -3.991  0.737
O13 0.343 0.589 -3.750  -0.417
O14 0.451 -1.925 -3.923  -0.350
C31 1.933 -0.548 -5.652  -0.164
H61 2.905 -2.550 -5.538  0.125
H62 3.809 -1.265 -6.175  0.128
H63 4.512 -0.509 -3.954  0.124
H64 4.150 -2.135 -3.618  0.112
H65 2.697 0.277 -2.640  0.101
H66 2.361 -1.418 -2.136  0.075
H67 2.205 0.507 -5.663  0.110
H68 1.290 -0.666 -6.524  0.121

[3]
Formula: C31H68ClO7S
Source: OMol25
Level of theory: ωB97M-V with the def2-TZVPD basis set

## Properties
HOMO (eV): -10.46
E (Eh): -2606.479391
Net charge: +1

Each line ends with the Löwdin charge.
Cartesian coordinates (Å):
C1 3.500 0.914 2.150  -0.106
O1 3.598 1.425 0.783  -0.242
C2 2.315 1.899 0.306  -0.234
C3 1.984 3.391 0.851  -0.132
C4 0.367 3.599 0.853  -0.196
C5 -0.174 4.578 -0.289  -0.197
C6 -0.611 6.046 0.152  -0.197
C7 -1.210 6.218 1.619  -0.206
C8 -2.375 5.203 2.024  -0.217
C9 -3.783 5.469 1.236  -0.146
C10 -3.937 4.192 0.221  -0.226
C11 -4.935 3.063 0.768  -0.316
S1 -4.452 1.313 0.381  1.121
C12 -2.911 1.194 -0.641  -0.291
C13 -2.619 -0.247 -1.268  -0.182
O2 -1.712 -0.296 -2.143  0.031
C14 -4.061 0.561 2.066  -0.264
C15 -2.587 0.904 2.570  -0.694
O3 -1.535 0.417 2.122  0.012
Cl1 -2.384 2.090 3.976  0.648
H1 4.131 1.621 2.803  0.098
H2 2.421 0.916 2.559  0.097
H3 3.955 -0.137 2.242  0.093
H4 2.372 1.869 -0.847  0.137
H5 1.532 1.121 0.606  0.108
H6 2.316 3.407 1.948  0.110
H7 2.530 4.138 0.186  0.118
H8 0.051 3.836 1.919  0.090
H9 -0.060 2.544 0.625  0.078
H10 0.694 4.706 -1.045  0.119
H11 -0.977 3.996 -0.889  0.090
H12 0.242 6.813 0.028  0.124
H13 -1.428 6.397 -0.592  0.112
H14 -0.340 6.053 2.363  0.107
H15 -1.595 7.291 1.746  0.127
H16 -2.623 5.420 3.135  0.110
H17 -2.077 4.094 2.000  0.055
H18 -4.675 5.420 1.969  0.113
H19 -3.749 6.465 0.678  0.121
H20 -2.872 3.842 0.019  0.066
H21 -4.342 4.594 -0.777  0.126
H22 -5.066 3.184 1.897  0.107
H23 -5.956 3.236 0.257  0.121
H24 -1.972 1.597 -0.096  0.098
H25 -3.058 1.918 -1.533  0.137
H26 -3.140 -1.207 -0.936  0.149
H27 -4.236 -0.566 2.075  0.129
H28 -4.798 1.073 2.792  0.108
C16 6.935 -3.427 0.947  -0.079
C17 5.498 -3.857 1.190  -0.279
O4 4.559 -2.796 1.063  -0.173
C18 4.499 -2.154 -0.205  -0.280
C19 4.134 -3.093 -1.341  -0.077
H29 7.216 -2.625 1.637  0.083
H30 7.615 -4.271 1.093  0.079
H31 7.083 -3.051 -0.067  0.066
H32 5.411 -4.229 2.213  0.118
H33 5.220 -4.688 0.535  0.105
H34 5.441 -1.634 -0.409  0.111
H35 3.732 -1.378 -0.125  0.106
H36 4.873 -3.886 -1.471  0.067
H37 4.065 -2.542 -2.282  0.079
H38 3.171 -3.573 -1.146  0.075
C20 -0.448 -3.218 -2.514  -0.073
C21 -1.528 -4.073 -3.155  -0.267
O5 -1.114 -5.405 -3.424  -0.195
C22 -0.710 -6.179 -2.302  -0.268
C23 -1.799 -6.350 -1.257  -0.078
H39 0.443 -3.187 -3.149  0.089
H40 -0.809 -2.196 -2.364  0.036
H41 -0.142 -3.610 -1.542  0.068
H42 -1.799 -3.632 -4.118  0.124
H43 -2.441 -4.075 -2.549  0.100
H44 0.198 -5.756 -1.859  0.108
H45 -0.433 -7.165 -2.687  0.119
H46 -2.110 -5.394 -0.831  0.059
H47 -1.446 -6.982 -0.440  0.080
H48 -2.684 -6.813 -1.701  0.085
C24 -0.092 -6.952 -5.882  -0.077
C25 -0.788 -7.619 -7.057  -0.275
O6 0.107 -8.214 -7.987  -0.162
C26 0.951 -9.240 -7.482  -0.281
C27 0.190 -10.426 -6.912  -0.083
H49 0.606 -6.186 -6.237  0.088
H50 -0.824 -6.482 -5.221  0.056
H51 0.483 -7.667 -5.290  0.066
H52 -1.351 -6.862 -7.608  0.118
H53 -1.521 -8.357 -6.712  0.105
H54 1.648 -8.828 -6.745  0.104
H55 1.561 -9.584 -8.323  0.119
H56 -0.433 -10.141 -6.062  0.063
H57 0.886 -11.197 -6.575  0.077
H58 -0.469 -10.856 -7.671  0.082
C28 -0.383 8.573 6.968  -0.075
C29 -1.082 7.898 5.800  -0.280
O7 -0.186 7.302 4.869  -0.179
C30 0.664 6.282 5.376  -0.275
C31 -0.091 5.096 5.953  -0.077
H59 0.310 9.340 6.607  0.087
H60 -1.115 9.043 7.629  0.081
H61 0.197 7.864 7.562  0.067
H62 -1.649 8.651 5.247  0.118
H63 -1.810 7.160 6.151  0.103
H64 1.361 6.700 6.109  0.110
H65 1.273 5.937 4.534  0.113
H66 -0.712 5.381 6.804  0.070
H67 0.609 4.329 6.292  0.082
H68 -0.751 4.660 5.197  0.051

[4]
Formula: C31H71AsN7O4SSi3Tb
Source: OMol25
Level of theory: ωB97M-V with the def2-TZVPD basis set

## Properties
Energy above the lowest of the compared OMol25 structures with the same formula, charge and spin (eV): 0.000
HOMO (alpha / beta) (eV): -5.25 / -5.27
Multiplicity: 7
E (Eh): -6235.097643

Each line ends with the Löwdin charge.
Cartesian coordinates (Å):
Tb1 -0.901 0.249 0.125  1.178
S1 -3.489 0.098 0.619  0.359
C1 -3.149 2.350 4.020  -0.152
C2 -3.663 1.653 2.959  -0.140
C3 -2.764 0.684 2.246  -0.759
N1 -1.375 1.201 2.128  -0.261
C4 -0.971 2.044 3.031  -0.264
C5 -1.759 2.575 4.077  -0.145
H1 -3.842 2.720 4.799  0.102
H2 -4.697 1.717 2.686  0.072
H3 -2.694 -0.290 2.769  0.068
H4 0.096 2.335 2.955  0.087
H5 -1.331 3.273 4.797  0.070
N2 3.521 -2.871 0.610  0.132
C6 3.410 -1.387 0.999  -0.100
C7 2.404 -0.668 0.029  -0.260
N3 1.692 0.431 0.646  -0.052
H6 4.409 -3.364 0.905  0.179
H7 3.691 -3.016 -0.426  0.157
H8 2.599 -3.454 0.895  0.192
H9 4.452 -0.994 0.953  0.133
H10 3.066 -1.349 2.032  0.118
H11 1.694 -1.410 -0.383  0.075
H12 2.957 -0.270 -0.878  0.142
H13 2.221 1.315 0.505  0.056
H14 1.639 0.263 1.649  0.084
C8 -1.875 6.282 -0.155  -0.239
Si1 -1.954 5.144 -1.677  0.126
C9 -3.500 5.958 -2.564  -0.253
C10 -0.523 5.682 -2.855  -0.237
As1 -2.097 2.884 -1.281  0.562
Si2 -1.266 1.781 -3.283  0.195
C11 -2.175 2.428 -4.827  -0.247
C12 -1.420 -0.123 -3.113  -0.247
C13 0.616 2.125 -3.471  -0.264
H15 -2.314 7.248 -0.432  0.018
H16 -0.785 6.412 0.050  0.012
H17 -2.401 5.881 0.725  0.024
H18 -3.277 7.045 -2.686  0.021
H19 -4.371 5.802 -1.904  0.017
H20 -3.776 5.595 -3.553  0.000
H21 -0.888 6.585 -3.417  0.030
H22 -0.270 4.913 -3.592  -0.019
H23 0.375 5.991 -2.318  -0.007
H24 -3.242 2.263 -4.743  0.014
H25 -1.807 1.924 -5.760  0.029
H26 -2.021 3.500 -5.034  0.019
H27 -2.198 -0.512 -3.827  0.053
H28 -1.721 -0.535 -2.168  -0.068
H29 -0.458 -0.614 -3.396  0.029
H30 0.778 3.051 -4.059  0.014
H31 1.100 1.289 -4.055  0.025
H32 1.171 2.219 -2.505  -0.017
C14 -0.904 -3.291 3.959  -0.018
C15 0.121 -4.141 3.232  -0.640
C16 1.479 -4.018 3.874  -0.059
C17 -0.238 -5.606 3.165  -0.026
O1 0.348 -3.509 1.893  -0.173
Si3 -0.768 -3.449 0.588  0.068
O2 -0.581 -1.933 -0.007  -0.486
O3 -2.274 -3.819 1.137  -0.132
C18 -3.547 -4.199 0.475  -0.580
C19 -3.631 -3.506 -0.896  -0.029
C20 -3.637 -5.732 0.319  -0.033
C21 -4.599 -3.693 1.461  -0.035
O4 -0.368 -4.640 -0.464  -0.113
C22 0.485 -5.252 -1.448  -0.609
C23 -0.454 -5.811 -2.555  -0.032
C24 1.461 -4.193 -2.003  -0.020
C25 1.163 -6.476 -0.816  -0.034
H33 -1.013 -3.720 4.976  0.100
H34 -1.880 -3.338 3.483  0.074
H35 -0.575 -2.227 3.992  0.106
H36 1.361 -4.449 4.877  0.094
H37 1.797 -2.978 3.906  0.075
H38 2.231 -4.610 3.286  0.088
H39 -0.237 -5.996 4.222  0.110
H40 0.528 -6.164 2.620  0.081
H41 -1.199 -5.768 2.698  0.075
H42 -2.802 -3.850 -1.539  0.069
H43 -3.534 -2.427 -0.782  0.036
H44 -4.584 -3.768 -1.421  0.106
H45 -2.805 -6.068 -0.368  0.079
H46 -4.586 -6.103 -0.116  0.090
H47 -3.457 -6.270 1.265  0.080
H48 -4.496 -2.595 1.507  0.058
H49 -4.402 -4.061 2.490  0.091
H50 -5.618 -3.981 1.195  0.086
H51 -1.105 -5.010 -2.953  0.086
H52 -1.075 -6.641 -2.183  0.082
H53 0.151 -6.146 -3.441  0.097
H54 0.914 -3.329 -2.451  0.102
H55 2.174 -4.616 -2.764  0.102
H56 2.053 -3.781 -1.164  0.032
H57 0.438 -7.269 -0.555  0.096
H58 1.642 -6.175 0.123  0.067
H59 1.958 -6.893 -1.469  0.092
C26 3.988 3.041 -0.795  -0.204
N4 2.879 3.074 0.176  -0.119
C27 1.878 4.042 -0.274  -0.181
N5 2.459 5.364 -0.467  -0.086
C28 3.534 5.255 -1.425  -0.180
N6 4.569 4.327 -0.980  -0.109
C29 5.117 4.787 0.281  -0.178
N7 4.074 4.880 1.316  -0.077
C30 3.461 3.576 1.432  -0.194
C31 3.049 5.837 0.806  -0.140
H60 3.596 2.709 -1.776  0.127
H61 4.791 2.341 -0.432  0.133
H62 1.039 4.106 0.389  0.116
H63 1.456 3.732 -1.242  0.093
H64 3.983 6.265 -1.557  0.137
H65 3.166 4.867 -2.388  0.134
H66 5.532 5.776 0.087  0.124
H67 5.922 4.119 0.576  0.121
H68 2.663 3.655 2.195  0.132
H69 4.251 2.836 1.745  0.133
H70 3.496 6.848 0.628  0.136
H71 2.249 6.011 1.512  0.122